Record 1
A cluster of 7 separate species, C40H88Br2N5O5 in total in a non-equilibrium geometry, computed with ωB97M-V/def2-TZVPD.

CARTESIAN COORDINATES (ANGSTROEM)
1 C 3.223 -5.145 2.306
2 H 2.531 -6.695 4.285
3 C -6.202 1.031 -4.676
4 Br -1.692 2.744 -3.540
5 H 6.380 4.329 -0.598
6 H 4.205 -8.351 1.762
7 H 3.404 -4.977 3.368
8 C 2.655 4.885 2.217
9 C 2.717 -1.447 -4.329
10 H 4.108 -4.754 1.804
11 H -7.697 2.194 -0.465
12 C -3.054 1.345 2.176
13 C 4.672 4.563 0.706
14 H -5.577 3.863 -0.567
15 C 3.542 2.613 3.897
16 C 5.107 5.282 3.151
17 C -0.278 -6.132 1.311
18 H 2.608 5.865 1.741
19 H 2.337 4.963 3.257
20 H 4.368 8.525 1.071
21 H -8.460 3.513 -1.389
22 H 3.611 3.317 4.727
23 C -2.456 -1.823 2.032
24 C 0.761 -6.093 -1.059
25 H -6.478 0.320 -5.454
26 C -2.636 0.448 3.237
27 H 0.976 -6.738 3.504
28 H 4.599 5.624 0.468
29 N -5.608 1.588 -2.290
30 C -1.829 1.945 1.512
31 C 5.970 3.923 0.327
32 H 6.705 4.148 1.099
33 H 3.827 1.610 4.215
34 C 2.012 -7.061 3.399
35 Br -0.581 4.305 4.486
36 H -7.392 2.472 -5.665
37 H 2.418 -1.793 -5.318
38 H 6.043 4.727 3.084
39 C -0.867 0.905 0.823
40 C 0.497 1.697 0.571
41 C -1.433 0.342 -0.463
42 H -6.882 -0.943 -1.859
43 C -1.699 -0.719 2.730
44 H 2.237 -4.120 -0.073
45 H -3.235 -2.195 2.696
46 O 2.028 -8.055 0.326
47 H -8.118 1.622 -4.310
48 C -0.996 -1.121 4.082
49 C 4.029 -2.005 -3.840
50 H -2.390 -0.147 -0.281
51 C 0.218 -1.073 -4.105
52 C 5.334 6.740 2.701
53 H 0.375 2.590 -0.042
54 H 3.876 2.457 1.755
55 H 4.672 5.258 4.150
56 C 4.313 2.991 2.598
57 H 0.126 -3.502 -3.542
58 H -2.120 2.678 0.760
59 O -5.032 1.153 -1.111
60 H -0.427 -2.051 4.088
61 H -0.143 -5.603 2.254
62 H 4.792 -1.467 -4.402
63 H -1.203 2.493 2.216
64 C -6.991 -0.521 -2.858
65 H 1.631 -5.973 -1.704
66 H -3.735 0.822 1.504
67 H 1.963 -8.150 3.428
68 H -0.004 -5.353 -1.294
69 H -7.083 -1.365 -3.541
70 H 3.967 4.188 -0.035
71 C -6.527 2.866 -2.284
72 C -5.689 3.970 -1.645
73 H -3.631 2.134 2.659
74 H 4.872 9.371 2.487
75 O 4.202 -3.387 -4.186
76 N -0.661 -0.190 1.788
77 H -4.700 3.974 -2.104
78 H -2.230 1.036 4.060
79 H -3.703 0.301 -3.914
80 H 5.983 7.236 3.424
81 H -5.284 1.452 -5.086
82 C -6.721 3.277 -3.825
83 H -5.784 3.689 -4.202
84 H 0.623 -3.625 0.406
85 H 5.372 2.731 2.595
86 H -0.720 -0.358 -0.900
87 H -4.420 -1.085 -4.343
88 H 1.997 4.307 1.569
89 H -6.127 4.965 -1.732
90 H -1.860 -2.670 1.690
91 C 1.438 -4.308 0.644
92 H 5.842 6.813 1.739
93 N 4.178 4.490 2.202
94 H -1.235 -5.883 0.853
95 C -7.847 2.615 -1.459
96 H -0.392 -0.273 4.404
97 H 2.764 -0.361 -4.249
98 C 2.091 -4.121 2.001
99 C -4.499 -0.346 -3.545
100 H 3.103 9.086 2.288
101 H -3.090 -1.563 1.185
102 H -7.375 4.137 -3.970
103 H 0.304 0.010 -4.019
104 H 2.518 -1.679 -1.663
105 C 1.191 -3.274 -3.587
106 N 2.100 -6.751 0.778
107 H -0.391 -7.206 1.463
108 C 4.104 8.692 2.116
109 H 2.613 -3.202 2.267
110 H 4.719 -7.138 2.964
111 H -8.444 1.894 -2.016
112 O 0.465 -1.013 1.655
113 O 4.123 7.369 2.723
114 N 1.464 -1.774 -3.489
115 C 4.205 -7.291 2.015
116 C -7.213 2.128 -4.646
117 H 1.433 -0.251 -1.910
118 H 0.084 -1.309 -5.160
119 H 0.682 -1.795 -1.595
120 H -0.630 -1.348 -3.478
121 C -5.827 0.441 -3.246
122 H 6.011 2.837 0.236
123 C 0.983 -5.819 0.431
124 H 4.253 -1.732 -2.808
125 H -4.063 -0.749 -2.631
126 H 4.534 -3.808 -3.389
127 H -7.962 -0.027 -2.822
128 H 4.886 -6.822 1.303
129 H -1.647 1.121 -1.194
130 C 1.559 -1.325 -2.041
131 H 1.854 -3.791 -2.894
132 H -3.469 -0.015 3.766
133 H 1.266 -4.133 2.713
134 C 2.809 -6.606 2.136
135 H 1.549 -3.574 -4.572
136 H 0.979 1.976 1.508
137 H -1.669 -1.424 4.884
138 H 2.479 2.406 3.773
139 H 0.376 -7.099 -1.226
140 H 1.265 1.093 0.088

Results
LUMO energy (spin up / spin down) ... -7.977 / -7.978 eV
Highest occupied orbital energy (spin up / spin down) ... -10.85 / -10.84 eV
HOMO-LUMO gap (spin up / spin down) ... 2.9 / 2.9 eV
Total charge ... +2
Maximum force ... 8.4 eV Å⁻¹
Multiplicity ... 2

Here are the Mulliken charges for atoms 1 to 8, given in e: C -1.64; H 0.41; C -1.25; Br -0.72; H 0.40; H 0.36; H 0.48; C -0.58


Record 2
A cluster of 14 separate species, C40H88O34 in total in a non-equilibrium geometry, computed with ωB97M-V/def2-TZVPD.

CARTESIAN COORDINATES (ANGSTROEM)
1 O -0.613 1.166 -0.876
2 H 4.958 -3.232 2.281
3 H -3.221 5.534 1.150
4 H 5.214 3.017 -3.409
5 H 2.825 2.780 -2.582
6 H -2.155 1.220 -5.644
7 H 5.672 -0.197 -0.505
8 O -4.831 -4.751 2.235
9 C -3.190 6.061 0.178
10 H -2.808 -3.701 -2.483
11 H 0.393 -9.138 -1.374
12 O -4.461 3.646 -1.954
13 O 3.105 -1.311 3.316
14 H 0.954 -1.576 1.592
15 C -3.591 -0.372 1.512
16 C -5.850 -3.545 -2.485
17 C -4.775 -1.356 1.404
18 C 1.597 -1.510 5.350
19 H 1.233 -1.155 6.344
20 C -5.406 2.514 -1.901
21 O -3.324 5.092 -0.916
22 H -3.289 6.238 -4.342
23 H -0.533 -2.444 1.249
24 C 3.887 -1.397 2.102
25 H -1.024 6.111 -0.034
26 C 2.430 -2.320 -1.203
27 H -0.428 -6.855 -3.248
28 H -1.897 2.957 -2.507
29 O 0.485 6.315 -5.549
30 C 3.608 2.031 -2.485
31 C -0.025 -5.175 2.842
32 H 1.309 -0.789 4.570
33 H 1.774 4.372 -7.036
34 H 3.930 2.007 -1.435
35 H -3.825 0.488 -3.874
36 C -3.420 -4.950 2.535
37 C 3.788 -1.626 4.396
38 C -0.040 2.480 -1.197
39 H 2.359 4.708 3.486
40 O 1.204 0.768 0.401
41 C 0.540 -8.627 -2.328
42 C -0.641 -5.492 -0.852
43 H 4.244 -7.383 6.336
44 H -0.295 3.116 -0.323
45 H 1.925 5.557 -4.251
46 H -2.276 -0.172 -3.556
47 H -2.724 7.764 -3.533
48 H 3.472 3.877 0.885
49 C -5.245 -3.462 1.898
50 O 4.934 -1.937 4.402
51 H -0.349 -4.186 3.129
52 H -5.429 -3.610 -1.516
53 H -4.769 1.745 -1.466
54 H -0.429 2.259 -3.291
55 C -4.281 4.241 -0.738
56 H -5.513 2.150 -2.939
57 H -2.710 -0.641 0.836
58 O 2.449 -4.537 3.313
59 H -1.725 -0.407 -6.045
60 H -3.354 0.056 -6.349
61 H -2.771 -4.398 1.885
62 H 4.348 1.839 -4.477
63 H 2.311 -2.133 -0.153
64 O -4.187 -2.616 1.716
65 H 0.677 3.887 -5.694
66 H 3.259 -3.451 1.794
67 H -3.294 -6.038 2.304
68 O -1.420 6.886 -4.784
69 H 2.896 3.223 5.726
70 C -0.404 -7.459 -2.322
71 O 6.448 0.069 0.038
72 H 5.429 1.264 -3.198
73 H 6.868 -0.716 0.285
74 H -0.854 -5.860 2.718
75 H -5.568 -1.113 2.125
76 H -4.066 6.676 0.098
77 C 1.756 5.675 -5.324
78 O -4.629 -1.120 -2.326
79 C -1.891 6.799 -0.008
80 O 0.478 3.897 3.454
81 H 4.248 1.088 1.571
82 H 1.665 -3.019 -1.574
83 O 3.024 -1.552 5.500
84 H 4.439 -5.484 4.682
85 H 1.575 -8.200 -2.397
86 H 1.970 5.741 -2.079
87 C 1.664 4.342 -5.939
88 H -6.690 -2.867 -2.378
89 C -3.062 -0.189 -4.295
90 C 4.265 -6.343 6.621
91 C 4.752 2.051 -3.461
92 C 2.157 3.030 4.850
93 H -0.494 -1.070 2.325
94 O 0.654 -5.696 3.987
95 H 3.281 -0.893 1.345
96 H 2.428 3.694 -5.427
97 C 3.087 -0.185 -1.845
98 H 1.194 -2.442 5.023
99 H -5.191 -1.305 0.424
100 H 2.543 6.387 -5.742
101 C -2.493 6.783 -3.928
102 H -3.168 -0.398 2.516
103 O 4.782 1.852 1.395
104 O -0.851 5.112 4.861
105 O -0.082 -6.643 -1.127
106 O -1.715 3.918 3.249
107 H -1.456 -7.845 -2.276
108 H -1.871 7.381 -0.886
109 C -4.425 -1.877 -3.256
110 H -0.957 2.332 2.183
111 C 3.816 -5.389 5.539
112 O 0.226 6.240 -3.335
113 C 1.646 4.294 4.257
114 O -1.681 -5.227 -1.682
115 H 2.956 5.002 -1.190
116 O -4.981 -3.037 -3.492
117 O 2.856 0.828 -2.668
118 O -4.888 4.011 0.283
119 H 4.799 -0.796 2.292
120 H 3.480 -2.573 -1.459
121 C -0.744 2.934 -2.500
122 O -6.349 -3.212 1.569
123 H -2.632 2.758 1.854
124 H 5.300 -6.028 6.704
125 H 2.089 3.998 1.376
126 H -4.048 0.614 1.370
127 C -1.623 3.147 2.051
128 C -2.372 -3.948 -1.472
129 C 4.168 -2.844 1.682
130 H 0.403 -9.370 -3.147
131 O -0.541 -0.643 0.287
132 O -3.531 -1.576 -4.252
133 H 3.783 -6.165 7.603
134 O 2.708 5.142 -2.098
135 H 0.982 2.412 -1.307
136 C 0.119 0.472 -0.050
137 H -1.672 -3.124 -1.236
138 H 2.776 2.479 4.168
139 C -0.124 -1.464 1.438
140 C -0.696 4.377 3.911
141 O 2.463 -5.850 5.187
142 H -6.255 -4.448 -2.870
143 H -2.977 -3.975 -0.599
144 H 3.759 -4.309 5.882
145 C 1.937 -5.321 4.052
146 H 5.675 1.552 1.467
147 H -2.088 6.185 -3.114
148 O -0.368 -4.756 0.036
149 O 4.002 -0.424 -1.117
150 H 0.594 -5.138 2.035
151 H -6.356 2.718 -1.513
152 C -2.518 0.185 -5.681
153 H -0.378 3.899 -2.694
154 C -0.200 6.436 -4.455
155 H 4.541 -2.817 0.648
156 H -1.264 3.777 1.240
157 O 2.113 -1.076 -1.800
158 H 1.340 2.380 5.311
159 H -1.686 7.477 0.818
160 H -3.177 -4.810 3.577
161 H 1.367 5.095 4.909
162 O 2.750 4.472 0.890

Results
LUMO energy ... 0.339 eV
Highest occupied orbital energy ... -10.72 eV
HOMO-LUMO gap ... 11.1 eV
Maximum force ... 4.0 eV Å⁻¹
Multiplicity ... 1

Here are the Mulliken charges for atoms 1 to 8, given in e: O 0.13; H 0.52; H 0.29; H 0.39; H -0.01; H 0.32; H 0.50; O -0.39


Record 3
A cluster of 3 separate species, C40H91N10O5P2 in total in a non-equilibrium geometry, computed with ωB97M-V/def2-TZVPD.

CARTESIAN COORDINATES (ANGSTROEM)
1 H 0.134 4.527 -2.091
2 H 2.934 -2.391 2.460
3 H -6.366 3.448 -4.523
4 C 0.916 -0.606 4.369
5 C -0.233 -1.461 3.676
6 H -5.790 1.420 1.057
7 C -9.791 2.940 -6.497
8 H 3.993 0.964 -4.238
9 C -5.986 2.987 -5.440
10 H 8.362 -2.843 8.631
11 H 1.106 -1.702 -2.144
12 H 6.647 -5.655 8.470
13 N 0.946 4.000 -2.405
14 H -4.071 -0.490 1.164
15 H -4.086 1.939 0.858
16 H 0.733 -3.428 4.326
17 N 3.095 2.077 -2.591
18 H 4.243 -6.083 6.886
19 H 0.471 0.892 -2.786
20 C 3.139 1.156 -0.183
21 H 3.814 4.082 -2.846
22 H -10.693 3.570 -4.176
23 H 3.862 -0.983 0.167
24 C 0.302 0.303 -1.840
25 H -3.871 0.031 -1.982
26 H 6.216 -4.062 9.097
27 P 6.463 -3.317 6.163
28 H 3.019 -0.537 4.933
29 N -7.085 2.314 -6.163
30 H 5.821 -2.076 8.957
31 C 8.798 -4.588 5.811
32 H -10.854 3.199 -6.464
33 C -0.763 -4.257 1.383
34 H 4.126 -1.208 3.064
35 O 5.799 1.424 -0.989
36 O -8.658 0.405 -3.953
37 H -2.531 2.949 -4.357
38 C 8.872 -3.178 7.730
39 C 0.421 -3.429 2.065
40 H -7.389 1.534 -8.108
41 H 9.695 -3.814 8.077
42 H 9.222 -3.848 5.124
43 C -4.908 1.360 0.354
44 H 0.750 3.012 -2.549
45 H 2.741 -0.450 -3.341
46 H -5.550 3.788 -6.040
47 C 5.051 -5.576 6.351
48 H 5.880 -0.435 8.398
49 C 3.015 -1.359 2.909
50 C 5.714 -1.462 8.062
51 H 7.615 -0.963 5.359
52 N 1.829 4.035 -0.077
53 C -1.116 -0.432 -1.932
54 P -8.016 1.288 -5.030
55 H 5.849 -6.304 6.152
56 H 2.293 4.142 -6.691
57 H -9.550 2.681 -3.188
58 H -1.536 -3.582 0.925
59 H -6.208 2.786 -0.851
60 C 5.077 0.746 -1.762
61 H 0.205 1.059 -1.015
62 H 4.854 2.473 -3.825
63 H -4.201 4.025 -1.020
64 H -1.773 -0.850 0.152
65 H 3.549 -1.222 -1.944
66 N 6.690 -1.840 7.046
67 H -6.106 2.700 -7.978
68 C -7.231 -1.152 -5.758
69 H 1.545 -0.524 1.512
70 O 5.255 -2.771 5.396
71 C -3.558 -0.468 -1.029
72 H -7.786 -1.766 -5.043
73 H 1.005 3.425 -0.036
74 N 2.448 5.670 -1.679
75 H -0.383 -4.928 0.566
76 H -9.664 2.304 -7.370
77 H -1.147 -1.347 4.334
78 H -1.003 -1.557 -1.948
79 C -4.122 2.993 -1.465
80 H 8.179 -5.276 5.226
81 C 0.034 -3.013 3.562
82 C 3.397 3.419 -2.033
83 C -2.792 2.460 -3.373
84 H -3.005 1.382 -3.620
85 C -2.040 -0.129 -0.677
86 H -1.905 2.600 -2.704
87 H -5.506 -0.725 0.096
88 H 2.034 1.291 0.019
89 C -9.668 3.192 -4.146
90 C 2.356 -1.239 4.341
91 H 4.681 -1.539 7.704
92 C 5.876 -4.874 8.456
93 H 1.460 -1.020 -0.522
94 H 4.982 -5.282 8.938
95 N -9.405 2.285 -5.262
96 H 2.431 -2.222 4.888
97 O 5.636 -0.100 -2.602
98 H -1.962 0.924 -0.307
99 H -6.951 -1.778 -6.611
100 H -0.536 -1.000 2.691
101 H -5.595 1.332 -1.795
102 H -10.022 -0.646 -6.007
103 C -4.530 -0.176 0.185
104 C 3.623 -0.057 0.745
105 H -3.649 -1.579 -1.222
106 H 4.205 3.411 -1.240
107 C 2.563 -0.242 1.890
108 H 3.618 2.063 0.276
109 H -8.978 4.046 -4.158
110 C -9.262 -0.453 -6.772
111 H -5.844 1.061 -7.364
112 H 1.513 4.959 0.246
113 H -3.200 2.533 -1.018
114 H -9.118 -1.373 -7.346
115 N -8.000 0.009 -6.206
116 C 3.823 2.014 -3.883
117 H 6.003 -0.323 5.712
118 H -0.962 -3.517 3.747
119 H 9.609 -5.179 6.243
120 C -6.582 1.863 -7.456
121 H 1.352 -4.042 2.007
122 C 2.558 3.329 -5.989
123 H 2.618 5.875 -2.668
124 C 1.444 -0.762 -1.611
125 H 0.515 -2.495 1.439
126 H -9.229 3.867 -6.674
127 H 4.586 0.279 1.219
128 C 3.485 0.959 -1.697
129 H -5.199 2.281 -5.159
130 C 2.965 2.692 -5.012
131 C -5.343 2.078 -0.989
132 H -9.659 0.270 -7.486
133 N 5.554 -4.434 7.113
134 H 4.640 -5.258 5.391
135 H -1.277 -4.911 2.139
136 C 6.926 -0.693 6.167
137 H -1.640 -0.187 -2.901
138 C 2.098 4.216 -1.525
139 H 7.393 0.125 6.724
140 H 9.308 -2.313 7.221
141 C 2.845 -0.387 -2.228
142 H 0.615 -0.442 5.444
143 N 7.985 -3.949 6.865
144 H 2.483 0.728 2.464
145 H 3.388 5.728 -1.260
146 H 0.886 0.414 3.895
147 H -6.300 -0.834 -5.277
148 O -3.999 3.063 -2.891

Results
LUMO energy ... 0.662 eV
Highest occupied orbital energy ... -4.37 eV
HOMO-LUMO gap ... 5.0 eV
Total charge ... -1
Maximum force ... 7.5 eV Å⁻¹
Multiplicity ... 1

Here are the Mulliken charges for atoms 1 to 8, given in e: H 0.27; H -0.16; H 0.24; C -0.92; C -0.08; H 0.38; C -0.97; H 0.44